1.
Computed, not measured: a molecular structure, C3H5NS, with the ωB97M-V functional and the def2-TZVPD basis.

Its energy is -15513.748 eV. The value obtained for the strongest force on any atom is 7.297 eV/Å. The calculation puts the HOMO-LUMO gap at 9.1868 eV. Its multiplicity is 1. The net charge is 0. The calculation puts the LUMO energy at 0.0280 Ha. For the HOMO energy, the calculation gives -8.43 eV. The calculation puts the energy relative to the best compared isomer or geometry (same formula, charge and spin) at 301.4 kJ/mol.

```
10
Properties=species:S:1:pos:R:3:forces:R:3
C 0.663957 0.823614 0.157149 0.373 -2.522 6.837
C 0.281360 -0.780817 0.232808 2.748 2.147 -0.022
C -0.982191 -0.635960 -0.728184 1.625 2.926 3.263
H 1.242532 1.095419 -0.565399 4.551 0.536 -4.270
H 1.157037 1.223719 1.165155 -0.989 -1.002 -2.042
H 1.396769 -1.613400 0.219109 -3.748 2.726 -0.891
H 0.013694 -0.905725 1.302798 -0.588 -0.321 -0.791
H -1.466276 -1.500180 -0.800471 -2.440 -3.352 -1.309
N -1.626685 0.494346 -0.745483 1.274 -1.767 -1.079
S -0.680198 1.798983 -0.237481 -2.805 0.629 0.306
```
Forces are in eV/Å.


2.
Computed, not measured: 2 unconnected molecules or ions with the total composition C4H10S, with the ωB97M-V functional and the def2-TZVPD basis.

Its energy is -15143.904 eV. The value obtained for the strongest force on any atom is 2.551 eV/Å. The calculation puts the HOMO-LUMO gap at 10.1121 eV. Its multiplicity is 1. The net charge is 0. The calculation puts the LUMO energy at 0.0368 Ha. For the HOMO energy, the calculation gives -9.11 eV. The SMILES is C=CC.CS. The calculation puts the energy relative to the best compared isomer or geometry (same formula, charge and spin) at 141.2 kJ/mol.

```
15
Properties=species:S:1:pos:R:3:forces:R:3
C 1.769371 -4.755121 2.734392 1.789 0.518 1.743
C 0.482581 -4.950468 2.950616 -1.001 -0.057 -1.227
C -0.595513 -5.148965 1.890017 0.535 -0.110 -0.620
H 2.503697 -4.672023 3.576665 -1.049 -0.188 -0.361
H 2.348165 -4.568892 1.839167 -0.861 -0.249 -0.668
H 0.021621 -5.062786 3.939698 0.768 0.073 -0.102
H -1.502784 -4.620806 2.156649 -0.279 -0.161 0.167
H -0.419704 -4.936463 0.820369 0.694 0.580 0.600
H -0.759076 -6.216231 1.812956 -0.596 -0.407 0.469
C -0.813328 3.510341 -1.859793 -0.501 1.338 0.349
S -0.266230 5.216970 -2.449953 -0.380 -1.448 -0.118
H -1.815867 3.582376 -1.444404 -0.036 0.235 0.097
H -0.921543 2.852800 -2.708671 0.566 -0.272 -0.037
H -0.158457 3.192811 -1.055810 0.216 -0.345 -0.337
H -0.201286 4.752065 -3.709432 0.137 0.492 0.047
```
Forces are in eV/Å.


3.
Computed, not measured: a molecular structure, C24H18N5OPt, with the ωB97M-V functional and the def2-TZVPD basis.

Its energy is -37920.669 eV. The value obtained for the strongest force on any atom is 0.837 eV/Å. The calculation puts the HOMO-LUMO gap at 6.5920 eV. Its multiplicity is 1. The net charge is +1. The calculation puts the LUMO energy at -0.1268 Ha. For the HOMO energy, the calculation gives -10.04 eV. The calculation puts the energy relative to the best compared isomer or geometry (same formula, charge and spin) at 106.4 kJ/mol.

```
49
Properties=species:S:1:pos:R:3:forces:R:3
Pt 0.898689 -0.633615 -1.008093 -0.331 0.224 0.140
C -1.493960 -1.429009 -4.494351 0.068 0.007 -0.032
C -0.554159 -1.580227 -3.464637 -0.055 0.023 -0.050
N -0.241372 -0.586135 -2.661649 -0.435 -0.057 0.259
C -0.806230 0.655582 -2.826903 0.149 -0.133 -0.079
C -1.781707 0.869367 -3.813209 -0.010 -0.004 -0.101
C -2.115332 -0.221816 -4.647870 -0.020 0.011 -0.023
C -2.360514 2.151094 -3.941139 0.014 0.002 -0.011
C -1.925596 3.150112 -3.120770 0.071 -0.014 0.067
C -0.919022 2.942349 -2.152063 -0.046 0.067 -0.049
C -0.340076 1.702419 -1.974216 0.137 0.180 0.191
N 0.655912 1.326529 -1.083702 0.358 0.223 -0.306
C 1.183531 1.967125 0.024904 -0.155 0.131 -0.182
C 1.034199 3.282027 0.419904 0.012 0.064 0.052
C 1.647598 3.770372 1.593999 -0.044 -0.038 -0.073
C 2.432000 2.983994 2.386481 0.004 0.003 -0.011
C 2.642106 1.640283 2.008027 0.102 0.008 0.032
C 3.487293 0.755626 2.716186 0.012 0.015 0.020
C 3.688968 -0.520884 2.268687 0.053 0.012 -0.060
C 3.005659 -0.951766 1.121865 0.055 0.040 0.053
N 2.187831 -0.157693 0.464112 -0.396 -0.096 0.384
C 2.009354 1.146365 0.855116 0.137 -0.093 -0.118
H -1.712960 -2.266588 -5.140335 -0.008 -0.003 0.015
H -0.055234 -2.524318 -3.285505 -0.040 -0.019 0.043
H -2.861222 -0.080145 -5.420512 0.011 -0.004 0.007
H -3.118902 2.323525 -4.692854 0.010 0.002 0.012
H -2.343926 4.143469 -3.216633 0.002 -0.010 0.020
H -0.604893 3.788919 -1.571217 -0.036 0.034 -0.026
H 0.457975 3.973543 -0.165263 0.013 0.043 0.034
H 1.494900 4.809653 1.854074 -0.021 -0.015 -0.004
H 2.907316 3.370658 3.277747 -0.002 0.002 -0.016
H 3.988960 1.112898 3.607460 -0.002 -0.005 -0.013
H 4.361471 -1.199829 2.773161 -0.012 -0.001 -0.001
H 3.122431 -1.956713 0.735316 -0.066 -0.028 0.042
N 0.249964 -2.299851 4.428875 -0.026 -0.064 -0.017
C -0.928613 -2.764442 3.942638 0.011 0.029 0.033
O -1.762686 -3.293564 4.643453 0.024 0.004 -0.022
C -1.188265 -2.591552 2.465545 0.014 0.027 0.028
C -2.448890 -2.932994 1.992713 -0.031 -0.003 0.027
C -2.725285 -2.788016 0.646385 -0.019 0.007 0.006
C -1.733357 -2.307304 -0.188884 0.019 -0.010 -0.051
N -0.516890 -1.983387 0.254198 0.561 -0.593 -0.187
C -0.254740 -2.128718 1.557093 -0.045 -0.013 -0.048
H 0.426766 -2.430495 5.410656 -0.007 0.007 0.007
H 0.947017 -1.845284 3.871513 -0.013 0.033 -0.002
H -3.181064 -3.304456 2.697179 -0.002 -0.006 -0.005
H -3.693670 -3.045862 0.241704 0.007 0.018 -0.006
H -1.910864 -2.177367 -1.249064 -0.011 -0.002 0.023
H 0.749487 -1.863879 1.859877 -0.010 -0.007 -0.003
```
Forces are in eV/Å.


4.
Computed, not measured: C4H10O2 in the gas phase, with the ωB97M-V functional and the def2-TZVPD basis.

Its energy is -8404.489 eV. The value obtained for the strongest force on any atom is 0.382 eV/Å. The calculation puts the HOMO-LUMO gap at 11.0505 eV. Its multiplicity is 1. The net charge is 0. The calculation puts the LUMO energy at 0.0375 Ha. For the HOMO energy, the calculation gives -10.03 eV. The SMILES is CO[C@@H](C)CO. The calculation puts the energy relative to the best compared isomer or geometry (same formula, charge and spin) at 102.1 kJ/mol.

```
16
Properties=species:S:1:pos:R:3:forces:R:3
C 1.836811 0.899485 0.257987 0.278 0.012 -0.032
O 0.458996 0.757939 0.527808 -0.046 0.021 0.058
C -0.227950 -0.186699 -0.285149 -0.113 -0.119 -0.092
C 0.053008 -1.613255 0.164770 -0.001 -0.054 0.023
C -1.696951 0.184739 -0.151847 0.013 -0.378 0.052
O -1.932754 1.497517 -0.599873 0.114 0.213 0.113
H 2.225775 0.071734 -0.347602 -0.063 0.103 0.089
H 2.032634 1.837913 -0.276167 -0.051 -0.116 0.044
H 2.381063 0.912853 1.207427 -0.057 0.025 -0.130
H 0.067683 -0.046465 -1.337424 -0.003 -0.005 0.130
H 1.126666 -1.828759 0.151525 -0.167 0.032 -0.010
H -0.440563 -2.334636 -0.495322 0.052 0.107 0.082
H -0.310298 -1.764785 1.187082 0.044 0.028 -0.137
H -2.314398 -0.485466 -0.758727 0.105 0.077 0.068
H -1.990335 0.058924 0.903848 0.028 0.037 -0.158
H -1.269391 2.038961 -0.148334 -0.133 0.018 -0.099
```
Forces are in eV/Å.


5.
Computed, not measured: 11 unconnected molecules or ions with the total composition C17H58N20O11, with the ωB97M-V functional and the def2-TZVPD basis.

Its energy is -70896.006 eV. The value obtained for the strongest force on any atom is 8.841 eV/Å. The calculation puts the HOMO-LUMO gap at 8.6937 eV. Its multiplicity is 1. The net charge is 0. The calculation puts the LUMO energy at 0.0106 Ha. For the HOMO energy, the calculation gives -8.40 eV. The SMILES is COC[C@H](C)N.COC[C@H](C)N.NC(N)=O.NC(N)=O.NC(N)=O.NC(N)=O.NC(N)=O.NC(N)=O.NC(N)=O.NC(N)=O.NC(N)=O. The calculation puts the energy relative to the best compared isomer or geometry (same formula, charge and spin) at 772.1 kJ/mol.

```
106
Properties=species:S:1:pos:R:3:forces:R:3
C 8.341924 1.157384 5.665534 -0.595 0.290 -1.831
O 7.669124 1.163684 4.385374 0.432 -1.632 0.323
C 7.128554 2.369264 4.020374 -1.560 1.423 -0.746
C 5.979774 2.195684 2.977444 -0.425 -0.615 0.661
C 5.467134 3.546734 2.377394 0.448 -0.285 0.615
N 4.868444 1.462264 3.602774 -0.789 0.468 0.574
H 8.825804 0.183364 5.737964 0.014 0.203 0.146
H 7.596814 1.298374 6.448504 0.209 0.139 0.241
H 9.058764 1.973304 5.573254 0.298 -0.052 0.809
H 6.743934 2.881654 4.902204 -0.389 0.181 0.188
H 7.826104 3.069154 3.560284 0.663 -0.050 -0.070
H 6.353634 1.503074 2.223374 0.561 0.560 -0.619
H 5.054814 4.236554 3.113764 0.110 -0.320 0.601
H 4.635794 3.452854 1.678704 0.286 -0.472 -0.276
H 6.282174 4.111754 1.925104 0.048 -0.228 -0.345
H 5.111714 0.622364 4.108224 0.671 0.100 0.025
H 4.175734 1.145744 2.939394 0.003 0.277 -0.295
C -6.676346 -1.487606 -1.945366 1.541 -0.122 -0.387
O -7.380286 -1.728426 -3.129336 -1.161 -0.171 0.289
C -7.638036 -3.110616 -3.319776 -0.434 1.037 -0.961
C -8.695586 -3.240026 -4.380586 -2.190 -0.368 -1.360
C -10.048036 -2.633936 -4.056376 -0.136 0.676 1.430
N -8.973076 -4.623176 -4.805406 0.908 0.153 -0.031
H -5.671186 -1.850406 -2.160176 0.583 0.165 0.430
H -6.981596 -2.045596 -1.060176 -0.678 0.069 0.004
H -6.615616 -0.416856 -1.750656 -0.259 -0.113 -0.011
H -6.769556 -3.570106 -3.791696 0.492 -0.465 0.752
H -8.011666 -3.558616 -2.399016 0.382 -0.340 0.186
H -8.380496 -2.784356 -5.319296 0.478 0.382 0.168
H -9.937636 -1.609176 -3.701706 0.024 0.248 -0.433
H -10.479126 -3.103946 -3.172436 0.003 -0.496 0.178
H -10.827456 -2.705586 -4.814976 0.501 0.010 -0.319
H -9.295966 -5.215576 -4.053806 -0.063 0.027 0.312
H -8.067846 -4.969586 -5.089426 0.022 -0.691 -0.235
N 1.834064 -4.891586 3.421664 -3.657 -0.649 -3.217
C 2.714524 -4.644556 4.311184 4.114 1.778 1.612
N 2.871824 -5.560136 5.243984 -0.559 -2.800 2.243
O 3.445534 -3.677996 4.208064 0.688 1.276 0.298
H 1.689874 -4.053316 2.877054 -0.696 -0.513 -0.449
H 1.159614 -5.631366 3.555644 -0.166 0.538 -0.464
H 3.568054 -5.580236 5.975394 -0.172 0.476 -0.504
H 2.187734 -6.303056 5.229804 0.436 -0.072 0.463
N -0.004576 8.293494 -4.061176 0.279 2.359 -1.894
C 0.449494 7.530364 -3.086626 0.364 1.042 2.482
N -0.239066 6.413904 -3.074726 -0.973 -4.326 1.058
O 1.225424 7.814964 -2.172556 0.205 0.162 -1.195
H 0.423304 9.197474 -4.202066 -0.411 -0.208 -0.233
H -0.757916 7.921294 -4.621566 0.438 0.745 -0.165
H -0.023426 5.808104 -2.295876 -0.260 -0.039 -0.168
H -1.026126 6.165134 -3.656746 0.361 0.234 0.147
N 2.069454 -5.698246 -4.994756 0.776 -1.566 -0.134
C 1.350234 -4.604986 -4.812516 -2.504 -1.247 -2.772
N 1.927214 -3.767676 -4.050396 2.648 5.063 4.980
O 0.313954 -4.388856 -5.402896 -1.308 0.164 -0.639
H 1.638744 -6.365906 -5.618306 0.742 -0.392 0.506
H 2.845024 -5.736106 -4.348876 0.061 -1.349 -0.818
H 2.608524 -4.008736 -3.344846 0.154 -0.420 -0.440
H 1.493924 -2.916076 -3.723076 -0.561 -0.210 -0.655
N 2.822184 4.168104 -5.455746 -2.954 1.754 -2.264
C 3.569344 3.531204 -4.615006 2.876 -0.635 1.086
N 2.900674 2.844034 -3.690626 -0.874 -0.939 1.278
O 4.774374 3.594914 -4.645346 1.869 -0.308 0.051
H 3.292784 4.795364 -6.092276 -0.372 0.081 0.295
H 1.947654 4.389574 -5.001596 -0.220 0.741 -0.982
H 1.964634 2.573434 -3.956516 0.269 -0.514 0.563
H 3.507694 2.276204 -3.116876 -0.565 -0.236 0.011
N -3.464116 -5.037346 0.980364 3.824 -0.076 -2.262
C -4.342486 -4.833666 1.950494 1.618 1.089 -2.502
N -5.278366 -5.672416 1.888754 -6.149 -5.757 0.451
O -4.440486 -3.853986 2.575864 0.533 4.773 3.547
H -2.816946 -4.289106 0.776894 0.106 -0.179 0.279
H -3.159686 -5.958296 0.698784 -0.207 0.220 0.075
H -5.352126 -6.337486 1.132224 0.049 0.245 0.219
H -6.158386 -5.393586 2.298524 0.267 -0.238 0.194
N 6.968754 -0.866626 -3.617656 0.888 2.269 -1.642
C 6.158274 -1.537736 -2.874926 -2.589 -2.694 3.348
N 6.582944 -2.836376 -2.686256 -1.096 0.543 0.280
O 5.139774 -1.128266 -2.283756 1.365 -0.057 -0.920
H 6.525524 0.022404 -3.800046 0.879 0.289 -1.092
H 7.525484 -1.457226 -4.218776 0.125 1.188 -0.449
H 7.316584 -3.229166 -3.258616 -0.287 -0.411 0.840
H 6.068694 -3.190006 -1.892166 0.633 -1.070 -0.375
N 0.532504 0.463924 0.453384 4.504 1.775 -0.498
C -0.462896 -0.389176 0.371434 -0.563 -2.013 -1.224
N -1.524286 0.285124 0.744754 -3.591 0.614 0.849
O -0.445816 -1.551716 -0.025796 0.290 0.183 0.446
H 0.304234 1.446664 0.406334 0.353 -0.214 0.133
H 1.443354 0.252704 0.071474 -0.245 -0.293 0.052
H -1.373616 1.251054 0.998484 -0.921 -0.408 0.256
H -2.426356 -0.167296 0.785784 0.170 0.366 0.064
N -5.090816 2.341194 5.509104 -0.026 7.355 4.906
C -5.023296 1.328014 4.798834 -1.091 -2.529 -4.185
N -4.584266 0.299054 5.424084 2.038 -5.005 1.946
O -5.414726 1.279244 3.665674 -0.738 -0.072 -3.059
H -4.653626 2.248164 6.414814 -0.318 1.001 -0.074
H -5.266986 3.239974 5.083354 0.011 -0.223 0.335
H -4.129356 0.371464 6.322924 -0.059 -0.457 -0.392
H -4.507656 -0.529456 4.851544 0.198 -0.085 0.474
N 0.280924 6.500814 2.805954 1.615 2.695 0.187
C -0.477866 5.431624 2.813314 0.826 0.154 -0.725
N -1.194696 5.277564 3.901624 -1.983 -0.846 2.268
O -0.425286 4.686174 1.878864 -0.679 -2.413 -1.925
H 0.292464 7.132354 3.594064 0.362 0.097 -0.583
H 0.792204 6.640734 1.946234 0.080 0.365 0.451
H -1.279376 6.040034 4.558554 -0.272 -0.480 -0.095
H -1.853636 4.512324 3.884284 0.052 0.316 0.304
```
Forces are in eV/Å.


6.
Computed, not measured: C6H9NO in the gas phase, with the ωB97M-V functional and the def2-TZVPD basis.

Its energy is -9903.109 eV. The value obtained for the strongest force on any atom is 4.954 eV/Å. The calculation puts the HOMO-LUMO gap at 9.5122 eV. Its multiplicity is 1. The net charge is 0. The calculation puts the LUMO energy at 0.0238 Ha. For the HOMO energy, the calculation gives -8.86 eV. The SMILES is [H]/N=C(/C)C(=C)C(=C)O. The calculation puts the energy relative to the best compared isomer or geometry (same formula, charge and spin) at 240.8 kJ/mol.

```
17
Properties=species:S:1:pos:R:3:forces:R:3
H 0.212143 -1.483732 1.673094 0.257 0.283 -0.172
N -0.278102 -1.850640 0.859867 -0.519 0.028 0.631
C -0.322128 -1.096120 -0.141690 2.077 -0.025 -2.442
C -0.983963 -1.562710 -1.398438 -0.454 -0.133 0.096
C 0.546764 0.244912 -0.363242 -2.258 -3.287 2.940
C 1.825204 0.170571 -0.676840 -0.077 0.536 -0.299
C -0.219514 1.117188 0.520488 1.019 3.220 0.033
C 0.316147 1.790587 1.555961 -0.174 -0.215 -0.729
O -1.514706 1.308507 0.116044 0.094 -0.228 -0.081
H -1.831034 -0.918699 -1.629957 -0.058 0.093 -0.086
H -1.333782 -2.583573 -1.274983 -0.079 -0.065 -0.007
H -0.291905 -1.508244 -2.236726 0.080 0.042 -0.027
H 2.257064 -0.757174 -1.023589 -0.010 -0.021 -0.141
H 2.461878 1.039695 -0.619108 0.133 0.138 -0.004
H -0.197815 2.626846 2.003368 -0.348 -0.190 0.406
H 1.331054 1.619942 1.861600 0.215 -0.069 -0.071
H -1.977308 1.842643 0.774153 0.102 -0.109 -0.047
```
Forces are in eV/Å.